Entry from the OMol25 dataset: a single C6H9N molecule (ωB97M-V/def2-TZVPD).

```
16
Properties=species:S:1:pos:R:3:forces:R:3
C 0.261557 0.498997 -1.268402 0.02 0.16 0.16
H 2.097260 0.111565 -2.421654 -0.15 -0.01 -0.04
H 0.510635 -1.049487 3.888329 -0.08 0.05 -0.11
H -1.288090 -0.992051 -1.234655 0.11 0.03 0.11
C 1.038662 -0.125676 -2.352415 0.21 -0.27 0.03
H -1.177847 -0.476738 3.807409 0.14 -0.15 0.05
C -0.308539 -0.705091 1.918786 -0.22 0.27 -0.31
H 0.768084 -1.126127 -2.682890 0.03 0.18 -0.01
H 0.795974 1.175992 -0.607059 0.00 0.00 -0.09
H -1.718197 0.537822 -0.484289 -0.01 0.00 -0.22
C -0.903903 -0.184917 -0.602652 -0.24 -0.06 -0.15
H 0.512596 1.806909 -2.814235 -0.07 -0.15 -0.06
C -0.567196 -0.598403 0.751471 0.08 -0.23 0.26
C -0.191040 -0.418142 3.339777 -0.03 0.10 0.28
H 0.119684 0.628181 3.408827 0.14 -0.13 0.25
N 0.050361 0.917168 -2.646348 0.08 0.21 -0.16
```
Forces are in eV/Å.

## Properties
strongest force on any atom = 0.47 eV Å⁻¹
energy above the lowest of the compared OMol25 structures with the same formula, charge and spin = 70.05 kcal/mol
frontier orbital gap = 10.402 eV
SMILES = CC#CC[C@H]1CN1
lowest unoccupied orbital energy = 1.01 eV
total charge = 0
HOMO energy = -9.39 eV